Entry 1:
Density functional theory data (ωB97M-V/def2-TZVPD) for the ion C8H9N2O2 with charge +1.

The net charge is +1. The value obtained for the relative energy (zero: lowest compared OMol25 entry of this formula, charge and spin) is 0.00 kcal per mole. For the largest force on an atom, the calculation gives 7.38 eV/A. The calculation puts the total energy at -569.8290 hartree. Its spin multiplicity is 3. The calculation puts the HOMO-LUMO gap (spin up / spin down) at 6.7 / 5.9 eV.

Each line ends with the natural charge from an NBO analysis.
Positions of all 21 atoms, in Å:
C: 1.53208 0.49928 -2.63907  -0.07
C: 1.03738 -0.72612 0.93146  -0.13
C: 0.22686 0.55586 -2.92611  0.04
C: 1.03654 -0.30762 -0.35226  -0.18
C: 2.07362 0.05521 -1.28588  0.35
C: -0.38023 -0.19998 -0.76806  0.43
C: -0.38256 -0.80034 1.47557  -0.08
C: -0.79195 0.15852 2.59259  -0.07
N: -0.78581 0.15790 -2.00390  -0.44
N: -1.17969 -0.50262 0.24880  -0.49
O: 3.21851 0.08576 -0.89297  -0.41
O: -2.14748 -0.13961 2.72523  -0.71
H: 2.36802 0.83284 -3.30569  0.27
H: 1.94600 -0.85774 1.40535  0.25
H: -0.15724 0.93267 -3.76857  0.22
H: -0.49671 -1.91536 1.76887  0.26
H: -0.58536 1.14988 2.44491  0.18
H: -0.19715 -0.00115 3.40660  0.19
H: -1.65371 0.50493 -2.34740  0.45
H: -2.13364 -0.18733 0.21910  0.43
H: -2.54748 0.70501 3.07144  0.49

***

Entry 2:
Density functional theory data (ωB97M-V/def2-TZVPD) for a cluster of 11 separate species, C42H58N2O35 in total.

The net charge is 0. For the largest force on an atom, the calculation gives 2.44 eV/A. The calculation puts the total energy at -4378.1568 hartree. Its spin multiplicity is 1. The calculation puts the HOMO-LUMO gap at 9.7 eV. As for the SMILES: N#C[C@H](CCCC(=O)O)[C@@H](C#N)COCOCCO.O=C1OCCO1.O=C1OCCO1.O=C1OCCO1.O=C1OCCO1.O=C1OCCO1.O=C1OCCO1.O=C1OCCO1.O=C1OCCO1.O=C1OCCO1.O=C1OCCO1.

Each line ends with the Mulliken charge.
Positions of all 137 atoms, in Å:
N: 2.73390 -4.96389 -2.07465  -0.66
C: 2.77243 -3.81655 -2.16262  -0.39
C: 2.86038 -2.36810 -2.27649  0.68
C: 2.76525 -1.71981 -0.87396  -1.65
C: 2.61227 -0.19875 -0.84465  -0.79
C: 3.57139 0.56145 -1.77379  -0.24
C: 3.87207 1.92147 -1.21036  -0.21
O: 3.01546 2.78073 -1.14458  -0.50
O: 5.17691 2.16780 -0.81669  -0.31
C: 1.85816 -1.79813 -3.32886  0.40
C: 1.70733 -2.75941 -4.42453  -0.39
N: 1.58485 -3.63889 -5.15575  -0.64
C: 0.44955 -1.55907 -2.78017  0.99
O: 0.03385 -0.27460 -3.23689  -0.57
C: -1.32522 -0.05672 -2.95935  -0.45
O: -1.47244 0.16058 -1.57895  -0.23
C: -2.46420 -0.62155 -0.90854  -0.26
C: -1.86347 -1.12885 0.41004  0.46
O: -2.78744 -1.05017 1.47476  -0.71
H: 3.86593 -2.18123 -2.65834  0.60
H: 1.92317 -2.18381 -0.36514  0.91
H: 3.63793 -2.04113 -0.31018  1.56
H: 2.84317 0.10555 0.17785  0.76
H: 1.58016 0.10033 -0.99769  -0.26
H: 4.47797 -0.00206 -1.97755  0.40
H: 3.06560 0.77423 -2.71286  0.15
H: 5.19494 2.11725 0.15181  0.31
H: 2.26465 -0.91028 -3.79976  0.39
H: -0.25648 -2.31252 -3.12968  0.11
H: 0.42409 -1.55191 -1.69190  -0.44
H: -1.91147 -0.91489 -3.29881  0.55
H: -1.63922 0.81537 -3.52578  0.11
H: -2.75289 -1.48602 -1.50330  0.16
H: -3.32359 0.00505 -0.67889  0.46
H: -0.95211 -0.56004 0.60038  0.32
H: -1.56139 -2.16995 0.25732  -0.37
H: -2.32339 -0.60822 2.20254  0.32
O: -1.03231 0.26036 3.35165  -0.67
C: -1.26767 1.43341 3.40747  0.70
O: -2.49943 1.96010 3.47648  -0.35
C: -2.37573 3.35777 3.78160  -0.11
C: -0.98252 3.66226 3.27674  -0.43
O: -0.32062 2.39628 3.41951  -0.31
H: -3.15222 3.92619 3.27624  0.33
H: -2.47545 3.49317 4.85542  0.23
H: -0.96715 3.94465 2.22310  0.26
H: -0.46743 4.42334 3.85618  0.30
O: 0.97215 7.56191 1.24908  -0.56
C: 1.76659 7.18257 0.44574  0.65
O: 2.02961 7.80854 -0.72517  -0.34
C: 3.18395 7.19374 -1.31130  -0.28
C: 3.16967 5.81654 -0.67989  -0.09
O: 2.52090 6.07056 0.57577  -0.31
H: 3.09312 7.17131 -2.39392  0.29
H: 4.06697 7.77451 -1.03838  0.25
H: 2.57621 5.10122 -1.24131  0.17
H: 4.16156 5.40445 -0.52040  0.22
O: 4.12533 -2.69748 1.24345  -0.57
C: 3.09502 -3.13220 1.65550  0.51
O: 2.95856 -3.87167 2.78022  -0.40
C: 1.55730 -4.00257 3.06727  -0.15
C: 0.93046 -3.78917 1.70676  0.18
O: 1.89505 -2.94327 1.06279  -0.20
H: 1.34582 -4.98026 3.49099  0.38
H: 1.27244 -3.23149 3.78487  -0.04
H: 0.83441 -4.71010 1.13072  0.12
H: -0.03775 -3.29638 1.75368  -0.12
O: -3.07193 4.80883 8.27322  -0.51
C: -2.72550 5.63006 7.48993  0.60
O: -2.25387 6.85864 7.80417  -0.34
C: -1.73111 7.46397 6.61800  -0.37
C: -2.48193 6.73119 5.52541  -0.24
O: -2.74876 5.46155 6.13696  -0.24
H: -1.91696 8.53423 6.62530  0.31
H: -0.65522 7.28653 6.57704  0.26
H: -3.43217 7.20665 5.27722  0.25
H: -1.89787 6.60350 4.61780  0.28
O: -4.24467 0.71091 -3.85474  -0.46
C: -4.45295 1.87689 -3.96808  0.61
O: -5.68110 2.43707 -4.07075  -0.34
C: -5.53894 3.85706 -3.95828  -0.34
C: -4.09977 4.06984 -4.38207  -0.32
O: -3.49013 2.82879 -4.01268  -0.29
H: -6.25696 4.36173 -4.59873  0.30
H: -5.71671 4.14596 -2.92118  0.25
H: -3.99659 4.20449 -5.45991  0.26
H: -3.61616 4.89718 -3.87003  0.29
O: -0.96096 -5.32044 -0.80146  -0.44
C: -1.21099 -5.49817 -1.95748  0.06
O: -0.90699 -4.61309 -2.91589  0.19
C: -1.08372 -5.25186 -4.18536  -0.57
C: -2.09373 -6.32748 -3.87234  0.00
O: -1.81276 -6.59187 -2.47553  -0.41
H: -1.44901 -4.54110 -4.91985  0.41
H: -0.11970 -5.64055 -4.51282  0.34
H: -3.11611 -5.97397 -3.96700  -0.13
H: -1.96828 -7.23021 -4.46344  0.34
O: -3.87411 -4.49750 -5.85007  -0.51
C: -4.86765 -4.25740 -5.23872  0.61
O: -6.08131 -4.04042 -5.78929  -0.37
C: -7.05442 -4.00404 -4.73898  -0.38
C: -6.21430 -3.62569 -3.53594  -0.25
O: -4.93062 -4.15703 -3.88787  -0.22
H: -7.83124 -3.28007 -4.96778  0.31
H: -7.50255 -4.99423 -4.64238  0.26
H: -6.12302 -2.54607 -3.40945  0.23
H: -6.56663 -4.06694 -2.60754  0.29
O: 11.79836 2.62094 -1.24753  -0.51
C: 10.66379 2.33343 -1.44723  0.60
O: 9.92619 1.49725 -0.67237  -0.36
C: 8.56250 1.58170 -1.09294  -0.05
C: 8.69296 2.06126 -2.52242  -0.30
O: 9.91794 2.79746 -2.48404  -0.34
H: 8.07785 0.61273 -1.00788  0.28
H: 8.04049 2.30037 -0.45934  0.15
H: 8.79898 1.23788 -3.23128  0.27
H: 7.87209 2.70033 -2.83697  0.25
O: -3.89071 -3.75604 4.35667  -0.54
C: -3.85184 -4.38808 3.35071  0.55
O: -2.87993 -4.29251 2.41123  -0.17
C: -3.04780 -5.36407 1.47180  0.28
C: -4.51612 -5.69500 1.62939  -0.34
O: -4.77639 -5.31316 2.98375  -0.38
H: -2.77930 -5.04569 0.47423  -0.18
H: -2.39961 -6.19128 1.76412  0.23
H: -5.15046 -5.09875 0.96957  0.24
H: -4.73845 -6.74871 1.48214  0.34
O: 4.83116 0.46651 5.73892  -0.54
C: 3.65724 0.29107 5.81008  0.61
O: 3.06444 -0.91327 5.99810  -0.34
C: 1.67255 -0.69677 6.25554  -0.30
C: 1.43567 0.65101 5.60963  0.36
O: 2.72377 1.26981 5.71138  -0.37
H: 1.07402 -1.49217 5.81970  0.23
H: 1.51300 -0.67891 7.33532  0.24
H: 1.16456 0.56926 4.55860  -0.21
H: 0.68551 1.24484 6.12684  0.31

***

Entry 3:
Density functional theory data (ωB97M-V/def2-TZVPD) for a structure of composition C24H29N2O3PtS5.

The net charge is +1. The value obtained for the relative energy (zero: lowest compared OMol25 entry of this formula, charge and spin) is 1.32 kcal per mole. For the largest force on an atom, the calculation gives 0.28 eV/A. The calculation puts the total energy at -3377.1592 hartree. Its spin multiplicity is 3. The calculation puts the HOMO-LUMO gap (spin up / spin down) at 8.2 / 7.1 eV.

Each line ends with the natural charge from an NBO analysis.
Positions of all 64 atoms, in Å:
Pt: 0.70589 -0.93133 0.43996  0.81
C: 2.16874 -4.17359 -0.04330  -0.55
C: 1.19992 -4.00407 -1.20636  -0.54
S: 0.36298 -2.39736 -1.41166  0.34
C: 1.33443 -1.52487 -2.66393  -0.54
C: 2.72757 -1.09672 -2.24470  -0.58
S: 2.76272 -0.17668 -0.66782  0.43
C: 4.23897 -0.87613 0.10794  -0.56
C: 4.14179 -2.25147 0.75162  -0.54
S: 3.89484 -3.68770 -0.33558  0.21
H: 2.19841 -5.23706 0.19785  0.24
H: 1.79802 -3.65260 0.83983  0.23
H: 0.37113 -4.70248 -1.08049  0.25
H: 1.67149 -4.23449 -2.16266  0.24
H: 0.71342 -0.66356 -2.90714  0.26
H: 1.38179 -2.17138 -3.54101  0.25
H: 3.12829 -0.41980 -3.00046  0.25
H: 3.38441 -1.95691 -2.15775  0.25
H: 4.48068 -0.13309 0.86865  0.29
H: 5.01917 -0.84957 -0.65454  0.24
H: 3.36227 -2.27775 1.51092  0.22
H: 5.08804 -2.43044 1.26420  0.25
N: -0.12007 0.63559 -0.82987  -1.20
S: -1.68711 0.72362 -1.18339  1.10
C: -1.78688 1.89141 -2.53334  -0.16
C: -0.68410 2.64187 -2.90356  -0.25
C: -0.81773 3.55057 -3.94521  -0.18
C: -2.03283 3.69008 -4.59896  -0.18
C: -3.12701 2.92204 -4.21991  -0.19
C: -3.00865 2.01352 -3.18145  -0.22
C: -2.53673 1.64561 0.08081  -0.30
C: -3.61360 1.02992 0.70276  -0.20
C: -4.23759 1.67673 1.76114  -0.22
C: -3.76554 2.90940 2.19105  -0.17
C: -2.68482 3.51465 1.55732  -0.21
C: -2.06888 2.88956 0.48698  -0.13
H: 0.23548 1.49048 -0.37168  0.44
H: 0.26247 2.51947 -2.39301  0.24
H: 0.03164 4.15045 -4.24263  0.23
H: -2.12918 4.39863 -5.41045  0.23
H: -4.07150 3.02864 -4.73566  0.23
H: -3.85677 1.41156 -2.87742  0.23
H: -3.95592 0.05834 0.36700  0.23
H: -5.08630 1.21760 2.25026  0.23
H: -4.24160 3.40527 3.02633  0.23
H: -2.31503 4.47049 1.90191  0.24
H: -1.21514 3.34911 0.00750  0.24
N: -1.36533 -3.23856 3.39633  -0.76
C: -0.70155 -2.08614 3.11751  0.21
C: 0.70131 -2.09396 3.00238  -0.28
C: 1.39541 -0.92152 2.69324  -0.26
C: 0.69622 0.26203 2.37183  -0.41
C: -0.71417 0.26079 2.52890  -0.15
C: -1.39498 -0.87864 2.88099  -0.27
S: 1.61331 1.80341 2.14932  2.45
O: 0.92354 2.44567 1.02950  -1.04
O: 1.46805 2.47756 3.40871  -0.95
O: 2.94677 1.32354 1.82084  -1.03
H: -2.32887 -3.18746 3.68249  0.40
H: -0.86044 -4.01252 3.79446  0.40
H: 1.24793 -3.00287 3.22494  0.23
H: 2.47485 -0.86862 2.73930  0.27
H: -1.25073 1.18618 2.36455  0.26
H: -2.47289 -0.85449 2.98466  0.23

***

Entry 4:
Density functional theory data (ωB97M-V/def2-TZVPD) for a structure of composition C56H53IN5O2P2PtSSb.

The net charge is +2. The value obtained for the relative energy (zero: lowest compared OMol25 entry of this formula, charge and spin) is 203.75 kcal per mole. For the largest force on an atom, the calculation gives 6.80 eV/A. The calculation puts the total energy at -4327.3716 hartree. Its spin multiplicity is 5. The calculation puts the HOMO-LUMO gap (spin up / spin down) at 5.8 / 3.8 eV.

Each line ends with the Löwdin spin population.
Positions of all 122 atoms, in Å:
Pt: -0.62686 -0.84592 -1.09423  1.18
N: -2.21946 -8.46705 -0.45066  0.00
C: -1.49653 -7.41707 -0.81456  0.00
C: -1.38186 -7.07186 -2.19616  0.00
C: -0.66039 -5.97735 -2.56959  0.00
C: -0.03109 -5.20051 -1.58012  0.00
C: -0.12071 -5.53099 -0.21147  0.00
C: -0.83256 -6.62683 0.17052  0.00
S: 0.90243 -3.76510 -2.04235  0.00
O: 1.54285 -3.32508 -0.82340  0.01
O: 1.69997 -4.03202 -3.18881  0.01
N: -0.19392 -2.60198 -2.27344  0.06
C: -0.96815 -2.44791 -3.38564  0.01
N: -1.11760 -3.36668 -4.33309  0.01
C: -1.88415 -3.03611 -5.36732  0.00
C: -2.52661 -1.81031 -5.46927  0.01
C: -2.35118 -0.93864 -4.40988  0.01
N: -1.58140 -1.24846 -3.37443  0.14
H: -2.70233 -9.03286 -1.13349  0.00
H: -2.31545 -8.71030 0.52456  0.00
H: -1.86956 -7.68754 -2.94169  0.00
H: -0.55812 -5.69407 -3.60790  0.00
H: 0.40211 -4.92006 0.51193  0.00
H: -0.90277 -6.90097 1.21587  0.00
H: -1.98762 -3.78896 -6.14033  0.00
H: -3.14197 -1.55927 -6.31888  0.00
H: -2.83026 0.03371 -4.38682  0.00
C: -2.49742 2.24130 1.37914  0.02
N: -1.11482 2.00012 0.91580  0.08
P: 0.22670 2.13788 1.99946  0.29
C: -0.21485 3.70711 2.83547  0.03
C: -0.77374 3.75508 4.11238  0.01
C: -1.15042 4.97058 4.66604  0.00
C: -0.95164 6.14994 3.96495  0.00
C: -0.35969 6.11550 2.70993  0.00
C: 0.01297 4.90251 2.15278  0.00
C: 0.01224 0.97419 3.39341  0.02
C: -1.13367 0.26392 3.72999  0.00
C: -1.16205 -0.49886 4.89267  0.00
C: -0.05052 -0.55979 5.71936  0.00
C: 1.10397 0.13391 5.37970  0.00
C: 1.13966 0.88677 4.21602  0.05
P: -0.87810 1.42101 -0.66675  0.05
C: -2.30497 2.13889 -1.52302  0.00
C: -2.39494 3.52547 -1.63566  0.00
C: -3.51616 4.09471 -2.21333  0.00
C: -4.54263 3.28615 -2.68931  0.00
C: -4.45070 1.90720 -2.58453  0.00
C: -3.33235 1.33045 -1.99639  0.00
C: 0.49560 2.31459 -1.46088  0.02
C: 0.58482 2.04276 -2.83149  0.02
C: 1.55352 2.65411 -3.60678  0.00
C: 2.44682 3.54273 -3.02336  0.01
C: 2.36413 3.81504 -1.66700  0.00
C: 1.39472 3.20157 -0.88364  0.02
H: -2.51810 2.23428 2.46497  0.00
H: -3.17416 1.46535 1.01602  0.00
H: -2.86798 3.20699 1.03567  0.00
H: -0.92022 2.84496 4.67909  0.00
H: -1.59946 4.99526 5.65038  0.00
H: -1.23854 7.09834 4.39907  0.00
H: -0.17238 7.03590 2.17268  0.00
H: 0.49562 4.89470 1.18296  0.00
H: -2.01660 0.30166 3.10933  0.00
H: -2.06388 -1.03995 5.15216  0.00
H: -0.08602 -1.14021 6.63264  0.00
H: 1.97722 0.08751 6.01877  0.00
H: 2.04215 1.42745 3.94666  0.01
H: -1.59385 4.15430 -1.26426  0.00
H: -3.59701 5.17092 -2.28698  0.00
H: -5.41907 3.73562 -3.13663  0.00
H: -5.25660 1.27980 -2.94360  0.00
H: -3.25276 0.25613 -1.88236  0.00
H: -0.12566 1.35920 -3.28808  0.00
H: 1.61099 2.43997 -4.66587  0.00
H: 3.20024 4.03090 -3.62693  0.00
H: 3.05758 4.50901 -1.21030  0.00
H: 1.34317 3.41678 0.17078  0.01
I: -1.58994 -2.28480 0.87580  0.72
C: 0.64036 -3.44584 3.60369  0.01
C: 1.86245 -4.03498 2.95511  0.01
C: 2.36977 -5.24425 3.43296  0.00
C: 3.45793 -5.85615 2.83181  0.01
C: 4.05923 -5.27750 1.72092  0.00
C: 3.58251 -4.07215 1.23553  0.01
C: 2.51532 -3.44298 1.87348  0.06
Sb: 1.87870 -1.54536 1.10830  0.35
C: 2.41449 0.07067 2.45775  0.08
C: 2.23586 1.30701 1.83860  0.08
C: 2.59085 2.47801 2.48570  0.12
C: 3.11597 2.40699 3.76657  -0.02
C: 3.29020 1.17578 4.38146  0.21
C: 2.94725 -0.01854 3.75002  0.06
C: 3.18247 -1.31388 4.47539  0.00
C: 3.14352 -0.83504 -0.47547  0.06
C: 2.52743 -0.50736 -1.67925  0.03
C: 3.26548 -0.04393 -2.75222  0.00
C: 4.63145 0.14884 -2.59539  0.00
C: 5.23642 -0.14561 -1.38670  0.00
C: 4.51768 -0.66088 -0.30670  0.01
C: 5.26198 -0.99557 0.96075  0.00
H: 0.66718 -3.58886 4.68279  0.00
H: -0.26280 -3.93274 3.22925  0.01
H: 0.53291 -2.37666 3.40589  0.01
H: 1.88996 -5.71431 4.28367  0.00
H: 3.83085 -6.79409 3.22215  0.00
H: 4.89403 -5.76244 1.23253  0.00
H: 4.03344 -3.62500 0.35807  0.00
H: 1.85840 1.35499 0.82186  0.02
H: 2.47181 3.43127 1.98842  0.00
H: 3.40312 3.31088 4.28753  0.00
H: 3.70047 1.13316 5.38314  0.01
H: 3.84654 -1.15838 5.32341  0.00
H: 3.63818 -2.05865 3.82527  0.00
H: 2.24302 -1.72481 4.85171  0.00
H: 1.45423 -0.63362 -1.79297  0.03
H: 2.77777 0.15802 -3.69635  0.00
H: 5.22515 0.52126 -3.41961  0.00
H: 6.30180 0.01142 -1.26495  0.00
H: 6.17527 -1.54306 0.72713  0.00
H: 4.66810 -1.60361 1.64040  0.00
H: 5.54990 -0.08325 1.48718  0.00

***

- Which of these has the highest net charge?
  C56H53IN5O2P2PtSSb